(1)
A single C17H18N4O5S molecule. Source: OMol25; level of theory: ωB97M-V with the def2-TZVPD basis set.

Charge = 0
HOMO energy = -0.3075 Eh
Electronic energy = -44951.2598 eV
HOMO-LUMO gap = 7.1 eV
SMILES = O=C(NCc1ccco1)[C@H]1CCCN(S(=O)(=O)c2cccc3nonc23)C1
Spin multiplicity = 1

Structure (XYZ):
```
45
C17H18N4O5S, DFT ωB97M-V with the def2-TZVPD basis set
O -3.06349 -2.56879 0.93151
C -2.13496 -1.85478 0.60288
N -2.29361 -0.73563 -0.12326
C -3.61028 -0.23068 -0.46885
C -3.77362 1.16860 0.01996
C -3.86265 1.68109 1.28172
C -3.93270 3.08697 1.13284
C -3.87734 3.32108 -0.20559
O -3.77953 2.16868 -0.88483
C -0.70161 -2.24567 0.98298
C -0.29600 -3.48625 0.17087
C -0.03912 -3.11607 -1.28797
C 1.03553 -2.03312 -1.36487
N 0.59700 -0.90005 -0.58596
S 0.83069 0.63531 -1.07529
O -0.21766 1.43195 -0.49561
O 0.99587 0.64641 -2.49552
C 2.36447 1.26265 -0.35823
C 2.52515 2.60984 -0.24581
C 3.72181 3.19621 0.24337
C 4.78853 2.44118 0.63084
C 4.65263 1.04186 0.53866
N 5.46953 0.05228 0.84589
O 4.82151 -1.06727 0.56955
N 3.59611 -0.86739 0.08678
C 3.43112 0.44175 0.04018
C 0.36071 -1.15760 0.81309
H -1.52268 -0.11586 -0.32728
H -4.33702 -0.90480 -0.00536
H -3.73852 -0.24195 -1.55629
H -3.88227 1.12377 2.19578
H -4.01431 3.81544 1.91341
H -3.90293 4.22776 -0.77676
H -0.74813 -2.52717 2.04051
H -1.09331 -4.22721 0.23913
H 0.61194 -3.91507 0.60157
H -0.95965 -2.74238 -1.73790
H 0.28840 -3.99355 -1.84628
H 1.98907 -2.41227 -0.97673
H 1.17495 -1.67725 -2.38526
H 1.70263 3.24208 -0.54170
H 3.77516 4.27238 0.29918
H 5.70668 2.86858 0.99787
H 1.29237 -1.49620 1.29053
H 0.04953 -0.21887 1.27622
```

Results of the natural (NBO) charge analysis, in e, for atoms 1 through 6: O -0.645; C 0.679; N -0.622; C -0.277; C 0.263; C -0.302

=====

(2)
A molecular structure, C17H18N4O7S4Sn. Source: OMol25; level of theory: ωB97M-V with the def2-TZVPD basis set.

Charge = 0
HOMO energy = -0.3184 Eh
Electronic energy = -87387.3897 eV
HOMO-LUMO gap = 7.6 eV
Spin multiplicity = 1

Structure (XYZ):
```
51
C17H18N4O7S4Sn, DFT ωB97M-V with the def2-TZVPD basis set
Sn -0.01401 -0.85885 -0.31324
C -2.17750 -2.99198 -4.55305
S -1.25513 -4.17510 -3.55621
C -0.34538 -3.15434 -2.47658
S -0.26932 -1.44000 -2.72980
N 0.30441 -3.81285 -1.55740
N 0.98502 -2.96787 -0.74875
C 2.05995 -3.30833 -0.17295
C 2.75430 -2.25262 0.58011
C 3.93839 -2.49286 1.25217
C 4.58993 -1.42663 1.85559
C 4.04553 -0.16113 1.75557
C 2.84824 0.00409 1.07458
N 2.21312 -1.02141 0.51083
H -2.81523 -3.60152 -5.19139
H -1.51992 -2.38837 -5.17333
H -2.78620 -2.35284 -3.91923
H 2.49501 -4.29790 -0.28519
H 4.34075 -3.49598 1.28763
H 5.51732 -1.58651 2.38932
H 4.52519 0.69865 2.20003
H 2.36469 0.96337 0.98230
O 0.15191 2.41862 3.34026
S -0.48855 1.99167 2.12098
O 0.19293 0.82169 1.52586
O -1.92694 1.84723 2.16992
C -0.19846 3.34444 0.96801
C -0.04335 4.59355 1.55396
C 0.12955 5.73017 0.77948
C 0.15671 5.63380 -0.60081
C 0.01041 4.39625 -1.20510
C -0.16556 3.25668 -0.42711
S -0.30543 1.74930 -1.34175
O 0.94685 0.94164 -1.07689
O -0.48070 2.08609 -2.71859
O -1.37584 0.91066 -0.73804
H -0.05330 4.64931 2.63341
H 0.24521 6.69329 1.25954
H 0.29454 6.51587 -1.21153
H 0.02838 4.29906 -2.28021
N -4.40396 -1.23332 0.47064
C -3.07414 -1.43472 0.38457
O -2.52460 -1.75697 -0.66188
C -2.26591 -1.25493 1.64455
C -0.85899 -1.76031 1.43238
H -4.93483 -1.20724 -0.38314
H -4.80059 -0.82588 1.29893
H -2.75848 -1.77686 2.47001
H -2.27069 -0.18807 1.89175
H -0.83771 -2.83478 1.24923
H -0.18763 -1.48529 2.24059
```

Results of the natural (NBO) charge analysis, in e, for atoms 1 through 6: Sn 1.915; C -0.753; S 0.343; C -0.061; S -0.131; N -0.386

=====

(3)
A single C17H18O5 molecule. Source: OMol25; level of theory: ωB97M-V with the def2-TZVPD basis set.

Charge = 0
HOMO energy = -0.3044 Eh
Electronic energy = -28156.6065 eV
HOMO-LUMO gap = 8.9 eV
SMILES = C=CCc1ccc(OCc2ccc(C(=O)OC)o2)c(OC)c1
Spin multiplicity = 1

Structure (XYZ):
```
40
C17H18O5, DFT ωB97M-V with the def2-TZVPD basis set
C 3.03589 -1.60004 -0.73863
C 3.60379 -1.88540 0.41694
C 2.96197 -1.76190 1.77026
C 1.51390 -1.36961 1.72370
C 0.53936 -2.30692 1.39787
C -0.78561 -1.93412 1.35150
C -1.19002 -0.63162 1.62943
O -2.54637 -0.31628 1.59416
C -3.16316 -0.45091 0.32360
C -2.64908 0.57382 -0.63671
C -3.10178 1.83258 -0.94081
C -2.16365 2.38104 -1.83428
C -1.19705 1.41903 -2.00835
C 0.00662 1.46435 -2.83982
O 0.31838 2.41836 -3.51124
O 0.70182 0.32265 -2.77782
C 1.88734 0.26194 -3.55705
O -1.49745 0.32389 -1.27758
C -0.22286 0.31917 1.97541
O -0.41753 1.62263 2.31143
C -1.71442 2.14334 2.49807
C 1.11673 -0.07786 2.00556
H 3.57077 -1.71590 -1.66642
H 2.02217 -1.24306 -0.80825
H 4.62733 -2.23957 0.44666
H 3.52723 -1.02744 2.35143
H 3.06171 -2.72527 2.28100
H 0.82122 -3.32603 1.18082
H -1.54155 -2.66631 1.10736
H -4.22853 -0.29498 0.50373
H -2.99792 -1.45311 -0.08998
H -3.99603 2.29492 -0.57530
H -2.17762 3.34742 -2.29373
H 1.76516 0.84304 -4.47336
H 2.72591 0.66524 -2.98583
H 2.05697 -0.78809 -3.78362
H -2.30776 1.51602 3.16611
H -2.24365 2.26261 1.54880
H -1.56440 3.12413 2.95011
H 1.84217 0.67820 2.26482
```

Results of the natural (NBO) charge analysis, in e, for atoms 1 through 6: C -0.414; C -0.159; C -0.461; C -0.008; C -0.236; C -0.241

=====

(4)
4 unconnected molecules or ions with the total composition C17H19Cl2N3. Source: OMol25; level of theory: ωB97M-V with the def2-TZVPD basis set.

Charge = -1
HOMO energy (alpha / beta) = 0.0075 / -0.1430 Eh
Electronic energy = -47450.3264 eV
HOMO-LUMO gap (alpha / beta) = 2.6 / 6.7 eV
⟨S²⟩ = 0.76
Spin multiplicity = 2

Structure (XYZ):
```
41
C17H19Cl2N3, DFT ωB97M-V with the def2-TZVPD basis set
Cl -2.29142 1.78019 -3.94425
C -1.45975 0.32543 -3.47524
C -2.42654 -0.89436 -3.49469
Cl -3.02312 -1.19263 -5.14944
H -1.02860 0.55418 -2.50062
H -0.70292 0.05967 -4.21328
H -3.24822 -0.71924 -2.80022
H -1.93744 -1.80868 -3.15869
N 0.37967 -0.36402 -0.57710
C 0.18086 -1.59769 -1.13391
C 1.09448 -2.18622 -2.02169
C 2.18605 -1.47708 -2.45018
C 2.35660 -0.14056 -1.96919
C 1.38759 0.37472 -1.10481
H -0.85067 -1.90156 -1.03390
H 0.80505 -3.09056 -2.53629
H 2.73511 -1.83185 -3.30987
H 3.14606 0.42093 -2.44658
H 1.41820 1.38717 -0.73011
N -3.23237 -1.10007 0.50685
C -4.52810 -1.42844 0.60642
C -5.15710 -1.66840 1.84130
C -4.44141 -1.58709 3.05409
C -3.08131 -1.24628 2.89397
C -2.54856 -0.97574 1.66866
H -5.08559 -1.39931 -0.31812
H -6.18339 -1.98092 1.96561
H -4.81354 -1.83783 4.03646
H -2.52773 -1.20776 3.82050
H -1.51609 -0.66047 1.63669
N 3.33364 1.87555 1.05857
C 4.37319 1.24499 1.64802
C 5.04236 1.76856 2.77921
C 4.53780 2.92032 3.37534
C 3.41981 3.58256 2.78332
C 2.86535 3.02186 1.60457
H 4.69718 0.34251 1.15106
H 5.82773 1.27327 3.33082
H 5.09859 3.28068 4.22508
H 3.13089 4.51122 3.25292
H 2.06754 3.57281 1.12881
```

Results of the natural (NBO) charge analysis, in e, for atoms 1 through 6: Cl -0.080; C -0.415; C -0.378; Cl -0.100; H 0.275; H 0.220

=====

(5)
A molecular structure, C17H19Cl3GeN6O5Pt. Source: OMol25; level of theory: ωB97M-V with the def2-TZVPD basis set.

Charge = +3
HOMO energy (alpha / beta) = -0.6341 / -0.6337 Eh
Electronic energy = -134415.6974 eV
HOMO-LUMO gap (alpha / beta) = 3.7 / 3.7 eV
⟨S²⟩ = 0.76
Spin multiplicity = 2

Structure (XYZ):
```
52
C17H19Cl3GeN6O5Pt, DFT ωB97M-V with the def2-TZVPD basis set
Pt 0.30768 -0.37494 -0.08414
C 4.79653 0.22088 1.09928
C 3.31033 0.34583 1.18174
O 2.57345 -0.37460 0.48109
N 2.83649 1.25695 2.02978
C 1.42738 1.58358 2.15597
C 1.01242 2.45600 0.98769
C 0.88046 3.83139 1.11616
C 0.60395 4.59292 -0.01143
C 0.51919 3.96224 -1.24346
C 0.64305 2.58032 -1.29245
N 0.85659 1.85871 -0.19720
H 5.06602 -0.77461 0.74878
H 5.28129 0.42517 2.05022
H 5.16902 0.94145 0.36940
H 3.48964 1.80883 2.57098
H 1.27874 2.10898 3.09888
H 0.83298 0.64593 2.16185
H 0.98656 4.29291 2.08613
H 0.46140 5.65989 0.07885
H 0.36735 4.52292 -2.15235
H 0.57917 2.04192 -2.23140
O -1.13822 -6.02173 -2.24566
C -2.13260 -5.20474 -2.31813
O -3.24290 -5.48567 -2.68333
C -1.93318 -3.75243 -1.92956
C -2.94633 -2.80648 -2.06746
N -2.45066 -1.63901 -1.65783
N -1.18751 -1.74558 -1.26273
C -0.84182 -3.02419 -1.41378
C 0.53123 -3.42130 -0.97151
O 0.88590 -4.58030 -1.22214
O 1.17916 -2.54258 -0.36548
H -0.27094 -5.68045 -1.92114
H -3.95210 -2.94813 -2.41958
H -2.91217 -0.73583 -1.63782
C -4.42023 2.29828 1.86471
N -3.39870 1.79279 0.98599
C -3.32825 2.02082 -0.35114
C -2.22588 1.35820 -0.80773
N -1.62336 0.73166 0.25114
C -2.36084 1.01995 1.31982
H -5.18441 2.80007 1.27479
H -4.00566 3.01405 2.57544
H -4.87975 1.48622 2.42838
H -4.04685 2.61797 -0.87616
H -1.82509 1.33690 -1.80173
H -2.16666 0.66874 2.31580
Cl 5.32757 -3.88881 1.59241
Ge 3.71969 -3.18350 0.19201
Cl 2.78888 -5.32596 -0.16057
Cl 4.76199 -2.77161 -1.69135
```

Results of the natural (NBO) charge analysis, in e, for atoms 1 through 6: Pt 1.093; C -0.691; C 0.717; O -0.727; N -0.545; C -0.264

=====

(6)
A molecular structure, C17H19ClINO6Se2Sr. Source: OMol25; level of theory: ωB97M-V with the def2-TZVPD basis set.

Charge = 0
HOMO energy = -0.2749 Eh
Electronic energy = -183865.9110 eV
HOMO-LUMO gap = 7.4 eV
Spin multiplicity = 1

Structure (XYZ):
```
48
C17H19ClINO6Se2Sr, DFT ωB97M-V with the def2-TZVPD basis set
Sr 0.39110 -0.70012 -0.07208
O -1.82376 0.36147 2.20762
C -1.72531 0.79972 0.99060
O -0.66146 1.09541 0.46920
C -3.03892 1.15404 0.30487
O -2.92676 1.07296 -1.08869
C -2.96373 -0.24305 -1.60884
C -1.79279 -1.06589 -1.06619
O -1.77750 -1.30254 0.15451
O -0.85573 -1.35496 -1.82509
H -0.94893 0.01356 2.50380
H -3.25405 2.20467 0.52929
H -3.84572 0.53084 0.70278
H -2.86531 -0.13966 -2.68983
H -3.90594 -0.74093 -1.35019
C 1.07167 1.32113 -3.94062
Se -0.05756 1.25975 -2.33148
C 0.39934 3.03412 -1.63382
C 1.83935 3.22944 -1.19773
Se 2.43775 2.00219 0.24563
C 4.12596 1.42778 -0.57725
H 0.82502 2.20868 -4.51918
H 0.83163 0.42878 -4.51402
H 2.12805 1.31328 -3.67984
H -0.27762 3.15913 -0.78835
H 0.13750 3.76655 -2.40391
H 1.95389 4.24657 -0.81203
H 2.54058 3.09007 -2.02280
H 4.76228 2.29045 -0.76844
H 3.91766 0.89297 -1.49989
H 4.61262 0.76261 0.13449
Cl 3.48274 -5.97891 3.48979
C 2.63362 -4.54532 3.01129
C 1.69163 -4.01067 3.85921
C 1.03999 -2.83800 3.51246
I -0.38633 -1.97746 4.80165
C 1.25405 -2.15059 2.31608
O 0.66806 -1.05398 2.02674
C 2.19613 -2.76101 1.41492
N 2.36435 -2.15104 0.22459
C 3.25792 -2.62916 -0.61168
C 4.05419 -3.74871 -0.32901
C 3.87527 -4.41104 0.85629
C 2.91635 -3.93892 1.77427
H 1.48127 -4.48823 4.80433
H 3.36663 -2.09698 -1.54891
H 4.79635 -4.07273 -1.04347
H 4.45385 -5.28898 1.09979
```

Results of the natural (NBO) charge analysis, in e, for atoms 1 through 6: Sr 1.739; O -0.658; C 0.840; O -0.769; C -0.166; O -0.506

=====

Q: spin multiplicity of number 4 (C17H19Cl2N3)?
A: 2